C7H18KO9 | ωB97M-V/def2-TZVPD

Its energy is -42297.8727 eV. The calculation puts the orbital gap at 2.127 eV. Its charge is -1. As for the energy relative to the best compared isomer or geometry (same formula, charge and spin): 0.000 eV. Its max |F| is 11.98 eV Å⁻¹. The highest occupied orbital energy comes out at -0.4414 eV.

Element x y z (Å)
K: -0.18 0.74 1.20
C: 2.94 1.44 2.94
O: 3.64 1.53 1.85
O: 2.11 0.41 3.06
O: 3.80 1.16 3.90
C: -0.18 -3.00 2.81
C: 0.44 -4.27 2.15
O: 1.83 -4.53 2.24
O: 0.39 -1.77 2.34
H: 0.22 -3.06 3.83
H: -1.26 -3.11 2.87
H: 0.17 -4.33 1.09
H: -0.09 -5.14 2.54
H: 2.23 -3.74 2.62
H: 1.28 -1.97 2.04
C: -3.48 1.81 -2.71
C: -3.30 0.70 -1.60
O: -2.54 1.24 -0.54
O: -2.21 2.26 -3.28
H: -3.89 2.69 -2.20
H: -3.99 1.42 -3.59
H: -2.79 -0.17 -2.03
H: -4.20 0.24 -1.19
H: -1.83 1.74 -0.96
H: -2.35 3.02 -3.85
C: 1.66 2.26 -1.54
C: 1.15 0.94 -2.12
O: 0.82 -0.14 -1.20
O: 0.79 2.83 -0.63
H: 1.72 2.96 -2.37
H: 2.58 2.05 -0.99
H: 1.78 0.38 -2.81
H: 0.19 1.11 -2.61
H: 1.34 -0.92 -1.42
H: 1.21 3.20 0.15

Results of the Mulliken charge analysis, in e, for atoms 1 through 5: 0.817, 0.435, -0.684, -0.668, -0.814